Record 1
Formula: C22H20N4O3SSe4Zr
Source: the OMol25 dataset
Level of theory: ωB97M-V/def2-TZVPD

```
55
Properties=species:S:1:pos:R:3:forces:R:3
Zr 0.084 -0.591 -0.732 -0.163 -0.345 0.241
Se -2.505 -0.509 -1.624 0.034 -0.194 0.073
Se 1.967 -1.833 -2.157 0.087 0.017 -0.019
Se -1.554 -2.650 -1.763 -0.147 0.094 -0.059
Se 0.039 -2.202 -3.439 0.142 0.076 -0.144
S -1.102 0.496 1.506 -0.046 0.224 0.012
O 0.390 3.043 -3.558 -0.037 -0.031 -0.073
O 0.446 -1.917 0.837 0.077 0.225 0.120
O 0.413 1.256 -1.484 0.135 -0.010 -0.023
N 1.867 0.143 0.544 -0.070 -0.241 0.139
N 2.145 -0.623 1.681 0.083 0.071 -0.112
N -3.074 2.274 1.734 0.029 -0.092 0.100
N -1.813 2.456 -0.148 -0.153 0.052 -0.094
C 1.453 2.088 -1.618 -0.135 -0.009 -0.152
C 2.527 2.101 -0.722 0.031 -0.127 0.154
C 2.461 3.917 -2.828 0.053 -0.006 0.049
C -4.507 0.736 5.369 -0.012 0.012 -0.034
C 0.059 1.820 -4.231 0.007 0.015 -0.031
C -2.044 1.814 0.996 -0.037 -0.057 0.148
C 1.763 -4.419 4.953 -0.014 0.003 -0.022
C -4.848 1.281 3.053 -0.024 -0.021 -0.038
C 0.841 -4.649 3.941 0.019 0.026 0.001
C -3.538 1.728 2.972 0.012 0.033 -0.085
C 0.717 -3.745 2.896 -0.025 -0.060 0.041
C 2.622 1.161 0.388 0.012 0.139 -0.152
C 1.518 -2.610 2.859 -0.048 -0.008 -0.055
C 1.370 -1.659 1.732 -0.088 0.010 -0.112
C -5.335 0.792 4.256 0.012 -0.008 0.023
C -3.196 1.182 5.277 0.010 0.003 -0.003
C 1.438 2.995 -2.687 0.042 0.089 0.085
C 3.546 3.046 -0.878 0.053 -0.008 0.030
C 2.562 -3.283 4.918 -0.004 0.001 -0.003
C 3.517 3.949 -1.920 -0.054 0.026 -0.054
C -2.709 1.690 4.082 0.022 -0.005 0.061
C 2.443 -2.380 3.876 0.022 0.012 -0.004
H -5.475 1.300 2.169 0.010 0.004 0.025
H 3.058 -1.492 3.832 -0.006 -0.015 0.009
H 4.366 3.051 -0.170 -0.018 -0.001 -0.016
H 3.281 -3.101 5.707 -0.008 -0.005 -0.008
H 0.217 -5.534 3.966 0.003 0.008 -0.005
H -4.884 0.346 6.305 0.009 0.002 -0.010
H -0.250 2.093 -5.239 0.012 0.020 0.007
H -2.443 3.164 -0.484 0.012 0.033 0.009
H 2.410 4.608 -3.660 0.009 -0.013 0.022
H 3.399 1.321 1.132 0.031 0.026 -0.017
H -2.545 1.141 6.141 -0.017 -0.003 -0.005
H 0.926 1.159 -4.285 0.024 -0.008 0.007
H -1.084 2.126 -0.771 0.138 0.000 -0.044
H -3.651 2.992 1.325 -0.001 0.037 0.005
H -6.357 0.442 4.317 0.012 0.004 0.004
H 0.002 -3.910 2.101 0.008 0.007 0.002
H -1.691 2.045 4.009 -0.005 0.003 -0.022
H -0.752 1.298 -3.728 -0.026 -0.014 0.039
H 4.312 4.672 -2.038 -0.016 -0.005 -0.004
H 1.859 -5.126 5.768 0.002 0.013 -0.006
```
Positions in Å, forces in eV/Å.

Results
- multiplicity = 1
- energy above the lowest of the compared OMol25 structures with the same formula, charge and spin (kJ/mol) = 16.3

Record 2
Formula: C22H21AsBNO2RhS
Source: the OMol25 dataset
Level of theory: ωB97M-V/def2-TZVPD

```
50
Properties=species:S:1:pos:R:3:forces:R:3
Rh -0.132 0.201 -0.235 0.624 -0.776 -0.358
As 0.631 1.631 1.522 -0.693 0.638 0.115
S -2.366 0.669 -4.215 -0.012 -0.022 -0.037
O 2.460 -1.253 0.974 0.033 0.104 -0.029
O 0.380 -1.881 1.711 0.152 -0.049 0.057
N -1.571 0.872 -1.691 0.078 0.108 -0.088
C -0.207 -1.632 -4.108 0.021 -0.026 -0.006
C 0.398 -1.141 -1.708 -0.148 -0.153 -0.297
C -3.041 1.887 -3.188 -0.025 0.022 0.001
C 1.342 -2.646 2.359 -0.060 0.017 -0.030
C 0.687 -2.654 -4.125 -0.002 0.031 0.044
C -4.401 3.723 -2.526 -0.012 0.019 0.009
C -3.994 2.839 -3.509 0.007 -0.014 -0.005
C -0.409 -0.852 -2.908 -0.040 -0.024 -0.055
C -1.347 0.136 -2.879 0.027 0.051 0.096
C 1.273 -2.201 -1.798 0.089 0.008 0.094
C 2.594 -2.267 1.912 0.025 -0.010 0.007
C 3.583 -3.859 3.329 0.003 -0.002 0.003
C 3.746 -2.855 2.377 0.013 -0.013 0.013
C 0.524 3.433 0.804 0.220 0.131 0.124
C -2.923 2.741 -0.885 0.010 -0.014 -0.020
C -1.150 1.351 2.286 0.028 -0.414 0.232
C 1.789 1.819 3.044 0.125 -0.213 -0.063
C -3.867 3.670 -1.220 -0.005 -0.002 -0.018
C -2.481 1.823 -1.873 0.003 -0.064 0.079
C 1.430 -2.954 -2.966 -0.008 -0.005 -0.025
C 2.323 -4.240 3.778 -0.006 0.005 -0.003
C 1.163 -3.635 3.296 0.024 -0.010 0.007
B 1.101 -1.056 0.852 -0.477 0.190 -0.040
H -1.584 2.264 2.691 -0.041 0.004 -0.077
H 0.110 3.400 -0.201 -0.034 0.005 0.000
H 4.722 -2.556 2.021 -0.007 0.009 -0.010
H -2.511 2.682 0.113 -0.009 0.025 0.007
H 4.458 -4.355 3.726 0.001 0.001 -0.001
H 2.240 -5.027 4.516 -0.007 0.001 0.000
H -4.221 4.376 -0.481 0.014 -0.006 0.012
H 1.902 -2.476 -0.963 -0.007 0.021 0.020
H 2.790 2.063 2.697 0.014 -0.001 0.031
H -0.789 -1.400 -4.991 -0.014 0.001 0.011
H -1.049 0.601 3.072 0.037 0.107 0.085
H 1.390 2.632 3.649 0.023 -0.001 0.024
H 2.142 -3.768 -2.977 0.005 0.005 -0.007
H -0.102 4.052 1.446 0.011 -0.018 0.009
H 1.817 0.897 3.621 -0.007 -0.020 -0.009
H -1.817 0.884 1.545 0.020 0.377 0.143
H 0.826 -3.239 -5.024 0.006 -0.006 0.004
H -4.414 2.891 -4.504 0.006 -0.009 -0.002
H 0.178 -3.928 3.632 0.001 -0.003 0.001
H -5.146 4.471 -2.760 -0.001 -0.003 -0.002
H 1.523 3.866 0.762 -0.005 -0.004 -0.047
```
Positions in Å, forces in eV/Å.

Results
- multiplicity = 5
- total charge = +1
- E_tot (Eh) = -3825.2633

Number 1: molecular weight 827.56 g/mol. Number 2: molecular weight 552.12 g/mol.